Entry from the Open Molecules 2025 dataset: one molecule with the formula H4N2O3Si at a distorted geometry (ωB97M-V with the def2-TZVPD basis set).

Summary:
**LUMO**: 0.2 eV
**SMILES string**: N[Si@H](O)[N+](=O)[O-]
**Net charge**: 0
**Molecular weight**: 108.1 g/mol
**Spin multiplicity**: 1
**Kohn-Sham gap**: 10.70 eV
**Energy relative to the best compared isomer or geometry (same formula, charge and spin)**: 8.0 kcal per mole
**E_HOMO**: -10.5 eV

Last column: Löwdin charge in e.
Cartesian coordinates (Å):
Si1 -0.664 -0.288 0.116  0.4970
O1 0.989 1.721 1.165  -0.0119
O2 0.559 1.814 -0.948  -0.0224
O3 -0.891 -0.235 -1.491  -0.2123
N1 0.342 1.380 0.165  -0.4194
N2 0.407 -1.568 0.465  -0.0238
H1 -0.562 0.649 -1.971  0.1248
H2 0.215 -2.333 1.137  0.0649
H3 -1.734 0.168 0.933  -0.0051
H4 1.339 -1.307 0.428  0.0082


Entry from the Open Molecules 2025 dataset: one molecule with the formula H4N2O3Si at a distorted geometry (ωB97M-V with the def2-TZVPD basis set).

Summary:
**LUMO**: -0.2 eV
**SMILES string**: N[Si@H](O)[N+](=O)[O-]
**Net charge**: 0
**Molecular weight**: 108.1 g/mol
**Spin multiplicity**: 1
**Kohn-Sham gap**: 10.78 eV
**Energy relative to the best compared isomer or geometry (same formula, charge and spin)**: 13.7 kcal per mole
**E_HOMO**: -11.0 eV

Last column: Löwdin charge in e.
Cartesian coordinates (Å):
Si1 -0.123 0.012 0.580  0.6591
O1 -1.118 -0.723 -1.748  0.0152
O2 0.292 -2.122 -0.919  0.0224
O3 1.738 -0.136 1.062  -0.2574
N1 -0.327 -1.074 -0.888  -0.4691
N2 -0.392 1.548 -0.074  -0.0408
H1 -0.257 2.394 0.452  0.0433
H2 -1.057 1.656 -0.831  0.0437
H3 -0.864 -0.610 1.657  -0.0058
H4 2.108 -0.944 0.711  -0.0106


Entry from the Open Molecules 2025 dataset: a 2-piece molecular cluster, H4N2OS overall at a distorted geometry (ωB97M-V with the def2-TZVPD basis set).

Summary:
**LUMO**: -0.5 eV
**Net charge**: 0
**Molecular weight**: 80.1 g/mol
**Spin multiplicity**: 1
**Kohn-Sham gap**: 9.99 eV
**Energy relative to the best compared isomer or geometry (same formula, charge and spin)**: 25.8 kcal per mole
**E_HOMO**: -10.5 eV

Last column: Löwdin charge in e.
Cartesian coordinates (Å):
S1 1.503 0.484 -0.038  0.8199
O1 -2.863 0.134 0.067  -0.0013
N1 2.712 -0.384 0.154  -0.3699
N2 0.104 -0.197 -0.227  -0.3588
H1 -1.985 0.083 -0.226  -0.0599
H2 3.553 0.110 0.432  -0.0114
H3 -3.086 0.982 0.202  -0.0345
H4 0.062 -1.212 -0.364  0.0159


Entry from the Open Molecules 2025 dataset: one molecule with the formula H4N3P at a distorted geometry (ωB97M-V with the def2-TZVPD basis set).

Summary:
**LUMO (alpha / beta)**: -0.3 / -0.3 eV
**Net charge**: 0
**Molecular weight**: 77.0 g/mol
**Spin multiplicity**: 1
**Kohn-Sham gap (alpha / beta)**: 8.61 / 8.61 eV
**Energy relative to the best compared isomer or geometry (same formula, charge and spin)**: 97.7 kcal per mole
**E_HOMO (alpha / beta)**: -8.9 / -8.9 eV

Last column: Löwdin charge in e.
Cartesian coordinates (Å):
P1 -0.688 -0.433 -0.811  0.7345
N1 0.247 0.653 0.695  -0.3632
N2 1.640 0.360 0.627  -0.0930
N3 0.948 1.671 0.554  0.0130
H1 1.822 0.229 1.687  0.0955
H2 -1.337 -0.854 -2.151  -0.1014
H3 -0.742 -1.678 -0.363  -0.1760
H4 -1.891 0.051 -0.238  -0.1094


Entry from the Open Molecules 2025 dataset: one molecule with the formula H4N4O2 at a distorted geometry (ωB97M-V with the def2-TZVPD basis set).

Summary:
**LUMO**: 1.1 eV
**SMILES string**: N/N=[N+](\[O-])NO
**Net charge**: 0
**Molecular weight**: 92.1 g/mol
**Spin multiplicity**: 1
**Kohn-Sham gap**: 9.80 eV
**Energy relative to the best compared isomer or geometry (same formula, charge and spin)**: 24.5 kcal per mole
**E_HOMO**: -8.7 eV

Last column: Löwdin charge in e.
Cartesian coordinates (Å):
O1 -0.518 -1.184 0.455  -0.0716
O2 1.982 -1.051 0.761  -0.0734
N1 -0.459 0.854 -0.549  -0.0486
N2 0.017 -0.062 0.161  -0.3497
N3 -1.579 0.611 -1.198  -0.0026
N4 1.304 0.192 0.777  -0.0194
H1 -2.175 1.499 -1.093  0.1256
H2 1.767 -1.403 1.676  0.1270
H3 -2.149 -0.318 -1.051  0.1400
H4 1.810 0.863 0.060  0.1728


Entry from the Open Molecules 2025 dataset: a 2-piece molecular cluster, H4N4O2 overall at a distorted geometry (ωB97M-V with the def2-TZVPD basis set).

Summary:
**LUMO**: -0.9 eV
**SMILES string**: N/N=N\O.N=O
**Net charge**: 0
**Molecular weight**: 92.1 g/mol
**Spin multiplicity**: 1
**Kohn-Sham gap**: 8.18 eV
**Energy relative to the best compared isomer or geometry (same formula, charge and spin)**: 34.0 kcal per mole
**E_HOMO**: -9.1 eV

Last column: Löwdin charge in e.
Cartesian coordinates (Å):
O1 -0.064 0.649 0.918  -0.1225
O2 -2.054 -2.210 0.110  -0.0259
N1 0.356 1.894 -0.915  -0.1346
N2 -0.354 1.686 0.038  -0.1129
N3 -1.037 -2.030 0.738  0.0196
N4 1.291 1.000 -1.200  -0.0096
H1 2.106 1.366 -1.855  0.1508
H2 -0.761 -2.843 1.331  0.0737
H3 1.381 0.307 -0.416  0.0891
H4 -0.864 0.182 1.249  0.0724


Entry from the Open Molecules 2025 dataset: a 2-piece molecular cluster, H4NO2P2 overall at a distorted geometry (ωB97M-V with the def2-TZVPD basis set).

Summary:
**LUMO**: 4.1 eV
**Net charge**: -1
**Molecular weight**: 112.0 g/mol
**Spin multiplicity**: 1
**Kohn-Sham gap**: 7.93 eV
**Energy relative to the best compared isomer or geometry (same formula, charge and spin)**: 28.9 kcal per mole
**E_HOMO**: -3.8 eV

Last column: Löwdin charge in e.
Cartesian coordinates (Å):
P1 -1.452 2.447 -0.151  0.3140
P2 -1.447 0.364 -0.062  0.0804
O1 -1.568 -0.365 -1.332  -0.4945
O2 -1.221 -0.400 1.247  -0.5099
N1 2.086 -1.145 -0.051  0.0046
H1 1.347 -1.102 0.552  -0.0742
H2 2.003 -1.808 -0.867  0.0342
H3 -1.600 2.241 1.141  -0.3611
H4 1.852 -0.233 -0.478  0.0066


Entry from the Open Molecules 2025 dataset: an isolated ion of composition H4NO2P2 and charge -1 at a distorted geometry (ωB97M-V with the def2-TZVPD basis set).

Summary:
**LUMO**: 4.4 eV
**SMILES string**: N[P@](=O)([O-])P
**Net charge**: -1
**Molecular weight**: 112.0 g/mol
**Spin multiplicity**: 1
**Kohn-Sham gap**: 9.03 eV
**Energy relative to the best compared isomer or geometry (same formula, charge and spin)**: 16.1 kcal per mole
**E_HOMO**: -4.6 eV

Last column: Löwdin charge in e.
Cartesian coordinates (Å):
P1 -0.556 0.538 0.484  0.0577
P2 1.655 -0.118 0.583  0.5100
O1 -0.764 1.871 -0.254  -0.5101
O2 -1.046 0.501 1.873  -0.4799
N1 -1.367 -0.812 -0.386  -0.1055
H1 -2.281 -0.876 -0.054  -0.0187
H2 2.028 0.851 -0.454  -0.1827
H3 1.523 -1.190 -0.397  -0.2008
H4 -1.295 -0.934 -1.294  -0.0699


Entry from the Open Molecules 2025 dataset: an isolated ion of composition H4NO2P2 and charge -1 at a distorted geometry (ωB97M-V with the def2-TZVPD basis set).

Summary:
**LUMO**: 4.6 eV
**SMILES string**: N=[P@H]([O-])OP
**Net charge**: -1
**Molecular weight**: 112.0 g/mol
**Spin multiplicity**: 1
**Kohn-Sham gap**: 9.19 eV
**Energy relative to the best compared isomer or geometry (same formula, charge and spin)**: 35.6 kcal per mole
**E_HOMO**: -4.6 eV

Last column: Löwdin charge in e.
Cartesian coordinates (Å):
P1 0.015 -1.292 -1.651  0.6140
P2 -0.463 0.433 0.783  0.2542
O1 -0.476 -0.651 1.806  -0.4790
O2 -0.940 -0.459 -0.692  -0.7594
N1 0.579 1.525 0.415  -0.2938
H1 0.893 -1.722 -0.610  -0.1127
H2 1.029 -0.565 -2.188  -0.1842
H3 -1.847 0.978 0.910  0.0019
H4 1.209 1.751 1.227  -0.0409


Entry from the Open Molecules 2025 dataset: H4NO3SSi as an isolated structure at a distorted geometry (ωB97M-V with the def2-TZVPD basis set).

Summary:
**LUMO**: 3.7 eV
**Net charge**: -1
**Molecular weight**: 126.2 g/mol
**Spin multiplicity**: 1
**Kohn-Sham gap**: 8.61 eV
**Energy relative to the best compared isomer or geometry (same formula, charge and spin)**: 23.5 kcal per mole
**E_HOMO**: -4.9 eV

Last column: Löwdin charge in e.
Cartesian coordinates (Å):
S1 -2.496 0.244 -0.370  0.7315
Si1 1.758 -0.511 0.246  0.4635
O1 -0.432 0.081 -0.306  -0.5082
O2 -2.638 1.658 -0.721  -0.5111
O3 -2.769 -0.650 -1.481  -0.5038
N1 1.993 -0.076 1.824  -0.3134
H1 -0.330 1.033 -0.207  -0.0505
H2 1.969 0.555 -0.780  -0.0800
H3 1.659 -1.664 -0.519  -0.1267
H4 1.286 -0.670 2.315  -0.1014


Entry from the Open Molecules 2025 dataset: H4NO8P3 as an isolated structure at a distorted geometry (ωB97M-V with the def2-TZVPD basis set).

Summary:
**LUMO**: -0.2 eV
**Net charge**: 0
**Molecular weight**: 239.0 g/mol
**Spin multiplicity**: 1
**Kohn-Sham gap**: 9.00 eV
**Energy relative to the best compared isomer or geometry (same formula, charge and spin)**: 0.0 kcal per mole
**E_HOMO**: -9.2 eV

Last column: Löwdin charge in e.
Cartesian coordinates (Å):
P1 0.741 -1.049 0.434  0.3681
P2 0.279 1.634 0.997  0.4014
P3 -2.144 1.345 -1.525  0.9611
O1 0.758 2.437 2.108  -0.2165
O2 -0.715 -1.136 0.899  -0.1652
O3 -4.475 0.406 -0.643  -0.0550
O4 -1.168 1.080 0.948  -0.2670
O5 0.577 2.092 -0.564  -0.2126
O6 1.059 -1.211 -1.131  -0.0716
O7 1.628 -2.209 0.987  -0.0376
O8 1.378 0.252 0.942  -0.2044
N1 -3.396 0.761 -1.068  -0.6802
H1 -1.041 0.003 0.844  -0.0994
H2 1.355 2.670 -0.528  0.0904
H3 0.479 -0.943 -1.837  0.0811
H4 1.332 -3.103 0.815  0.1076


Entry from the Open Molecules 2025 dataset: a 2-piece molecular cluster, H4NP overall at a distorted geometry (ωB97M-V with the def2-TZVPD basis set).

Summary:
**LUMO**: -1.0 eV
**Net charge**: 0
**Molecular weight**: 49.0 g/mol
**Spin multiplicity**: 1
**Kohn-Sham gap**: 8.66 eV
**Energy relative to the best compared isomer or geometry (same formula, charge and spin)**: 115.4 kcal per mole
**E_HOMO**: -9.7 eV

Last column: Löwdin charge in e.
Cartesian coordinates (Å):
P1 -0.207 0.035 0.162  0.3659
N1 0.962 -0.163 1.137  -0.3422
H1 -0.581 -0.746 -0.791  -0.1245
H2 -0.200 1.101 -0.800  -0.0519
H3 1.490 -0.642 -0.519  0.1782
H4 -1.464 0.416 0.811  -0.0256


Entry from the Open Molecules 2025 dataset: one molecule with the formula H4NPSi at a distorted geometry (ωB97M-V with the def2-TZVPD basis set).

Summary:
**LUMO**: -0.5 eV
**SMILES string**: [H]/P=N\[SiH3]
**Net charge**: 0
**Molecular weight**: 77.1 g/mol
**Spin multiplicity**: 1
**Kohn-Sham gap**: 8.61 eV
**Energy relative to the best compared isomer or geometry (same formula, charge and spin)**: 6.0 kcal per mole
**E_HOMO**: -9.1 eV

Last column: Löwdin charge in e.
Cartesian coordinates (Å):
P1 -0.947 1.389 1.351  0.6810
Si1 0.585 -0.444 -0.563  0.4313
N1 0.066 0.949 0.327  -0.6655
H1 0.775 0.183 -1.767  -0.1316
H2 1.997 -1.013 -0.138  -0.0584
H3 -1.925 0.278 1.498  -0.1607
H4 -0.551 -1.341 -0.710  -0.0961


Entry from the Open Molecules 2025 dataset: one molecule with the formula H4NPSi at a distorted geometry (ωB97M-V with the def2-TZVPD basis set).

Summary:
**LUMO**: -1.7 eV
**SMILES string**: [H]/P=N/[SiH3]
**Net charge**: 0
**Molecular weight**: 77.1 g/mol
**Spin multiplicity**: 1
**Kohn-Sham gap**: 7.92 eV
**Energy relative to the best compared isomer or geometry (same formula, charge and spin)**: 28.8 kcal per mole
**E_HOMO**: -9.6 eV

Last column: Löwdin charge in e.
Cartesian coordinates (Å):
P1 1.798 0.855 -0.960  0.7279
Si1 -0.529 -0.448 0.674  0.2744
N1 0.131 0.597 -0.466  -0.6300
H1 1.213 1.563 -2.210  -0.1224
H2 -1.875 0.158 1.124  -0.0938
H3 -1.036 -1.710 -0.142  -0.0768
H4 0.298 -1.015 1.980  -0.0792


Entry from the Open Molecules 2025 dataset: a 2-piece molecular cluster, H4NS overall at a distorted geometry (ωB97M-V with the def2-TZVPD basis set).

Summary:
**LUMO**: 4.8 eV
**Net charge**: -1
**Molecular weight**: 50.1 g/mol
**Spin multiplicity**: 1
**Kohn-Sham gap**: 7.29 eV
**Energy relative to the best compared isomer or geometry (same formula, charge and spin)**: 5.4 kcal per mole
**E_HOMO**: -2.5 eV

Last column: Löwdin charge in e.
Cartesian coordinates (Å):
S1 -1.447 -1.042 1.245  -0.3385
N1 0.976 0.396 -0.305  -0.0742
H1 -1.328 -0.186 0.203  -0.4711
H2 0.317 0.740 0.407  -0.0681
H3 0.892 -0.620 -0.335  -0.0425
H4 0.591 0.712 -1.216  -0.0055


Entry from the Open Molecules 2025 dataset: a 2-piece molecular cluster, H4NS overall at a distorted geometry (ωB97M-V with the def2-TZVPD basis set).

Summary:
**LUMO**: 4.9 eV
**Net charge**: -1
**Molecular weight**: 50.1 g/mol
**Spin multiplicity**: 1
**Kohn-Sham gap**: 7.49 eV
**Energy relative to the best compared isomer or geometry (same formula, charge and spin)**: 2.1 kcal per mole
**E_HOMO**: -2.6 eV

Last column: Löwdin charge in e.
Cartesian coordinates (Å):
S1 -0.629 -0.336 0.987  -0.2639
N1 1.156 0.499 -1.700  -0.0394
H1 0.999 -0.224 -2.383  -0.0263
H2 0.883 0.204 -0.749  -0.1560
H3 0.604 1.318 -1.875  -0.0289
H4 -1.064 0.551 1.895  -0.4855


Entry from the Open Molecules 2025 dataset: a 2-piece molecular cluster, H4NS overall at a distorted geometry (ωB97M-V with the def2-TZVPD basis set).

Summary:
**LUMO (alpha / beta)**: 7.4 / 7.4 eV
**Net charge**: -2
**Molecular weight**: 50.1 g/mol
**Spin multiplicity**: 2
**Kohn-Sham gap (alpha / beta)**: 3.24 / 7.04 eV
**Energy relative to the best compared isomer or geometry (same formula, charge and spin)**: 0.0 kcal per mole
**E_HOMO (alpha / beta)**: 4.2 / 0.3 eV

Last column: Löwdin charge in e.
Cartesian coordinates (Å):
S1 0.782 -2.791 1.717  -0.6225
N1 -0.363 1.447 -0.691  -0.4780
H1 0.979 -1.474 1.610  -0.5260
H2 0.385 0.730 -0.773  -0.0963
H3 -1.029 0.784 -0.220  -0.0944
H4 -0.754 1.304 -1.643  -0.1827